(1)
{
  "formula": "CHClNP",
  "method": "ωB97M-V/def2-TZVPD",
  "elements": ["C", "N", "P", "Cl", "H"],
  "xyz": [[0.296148, 1.090995, 0.101941], [0.472829, 2.139032, -0.353767], [0.335102, -0.525216, 0.804420], [-1.911347, -1.661890, -0.179001], [0.807267, -1.042921, -0.373593]],
  "forces_ev_per_angstrom": [[-0.0216, 0.6702, -0.5613], [-0.1903, -0.4589, 0.3626], [-2.7981, -1.2615, -0.2589], [2.3736, 1.4624, 1.1536], [0.6364, -0.4123, -0.6960]],
  "lowdin_charge": [-0.591, 0.105, 0.807, -0.181, -0.140],
  "homo_ev": -10.97,
  "e_above_lowest_kcal_mol": 15.79,
  "orbital_gap_ev": 7.97
}



(2)
{
  "formula": "CHClO2",
  "method": "ωB97M-V/def2-TZVPD",
  "elements": ["C", "O", "O", "Cl", "H"],
  "xyz": [[-0.511611, 0.200805, -1.667614], [0.426414, -0.423799, -1.653734], [-0.298645, 0.374274, 0.819203], [1.232024, -0.332505, 0.947962], [-0.848182, 0.181225, 1.554184]],
  "forces_ev_per_angstrom": [[0.0158, -0.1032, -0.3948], [-0.2337, 0.0633, -0.5788], [1.1380, 0.6603, -1.5310], [-0.5614, 0.1158, 0.9204], [-0.3586, -0.7361, 1.5841]],
  "lowdin_charge": [-0.013, -0.056, -0.574, 0.622, 0.021],
  "homo_ev": -10.77,
  "e_above_lowest_kcal_mol": 7.85,
  "orbital_gap_ev": 10.67
}



(3)
{
  "formula": "CHClO2PS",
  "method": "ωB97M-V/def2-TZVPD",
  "elements": ["C", "O", "O", "P", "S", "Cl", "H"],
  "xyz": [[0.151196, -0.520116, 0.400401], [-1.309825, -2.691421, 1.832379], [-2.494571, -1.105860, 0.274251], [-1.270788, -1.545895, 0.947512], [1.667379, -0.507859, 1.077493], [1.430248, 1.129186, -2.799406], [-0.370946, 0.015386, -0.481216]],
  "forces_ev_per_angstrom": [[-2.8152, -0.8880, -0.2649], [1.2251, -0.8246, 1.1485], [-0.0584, 0.5872, -0.4160], [0.2262, 1.3678, -1.3329], [-0.3712, 0.2560, -0.7613], [0.0110, -0.1355, 0.3959], [1.7825, -0.3630, 1.2308]],
  "lowdin_charge": [-0.820, -0.335, -0.342, 0.475, 0.639, -0.647, 0.031],
  "total_charge": -1,
  "homo_ev": [-5.15, -4.30],
  "e_above_lowest_kcal_mol": 0.00,
  "multiplicity": 3,
  "orbital_gap_ev": [8.30, 3.83]
}



(4)
{
  "formula": "CHCrF4NO3S",
  "method": "ωB97M-V/def2-TZVPD",
  "elements": ["N", "S", "O", "O", "C", "F", "F", "F", "F", "Cr", "O", "H"],
  "xyz": [[-0.061932, 0.901159, 1.093390], [-0.369064, 0.759322, -0.438345], [0.571030, -0.034345, -1.300376], [-1.101021, 1.879059, -0.999113], [-1.769948, -0.531764, -0.097878], [-2.473973, -0.263583, 0.994559], [-2.610554, -0.447852, -1.122807], [-1.318099, -1.776675, -0.050109], [3.944706, -0.838294, -0.812480], [2.308191, -0.286143, -0.480329], [1.359332, 0.406260, 1.138502], [1.521331, 0.232854, 2.074991]],
  "forces_ev_per_angstrom": [[2.5655, 0.3676, -0.2239], [-5.5006, -0.5001, 0.0907], [-0.3662, 1.0808, 0.5694], [1.5484, -1.2287, 0.2234], [-0.1952, 0.9639, -1.6117], [0.5013, 0.0523, 0.1772], [-0.4932, -0.1850, -0.5626], [0.4823, -0.1979, 0.3953], [1.2043, -0.3759, -0.1478], [-0.0673, -0.0482, 0.2540], [0.4120, 0.0444, 1.0285], [-0.0913, 0.0268, -0.1924]],
  "lowdin_charge": [-0.161, 0.700, -0.411, -0.251, -0.674, 0.145, 0.124, 0.143, -0.514, 1.065, -0.287, 0.120],
  "homo_ev": [-9.91, -10.01],
  "e_above_lowest_kcal_mol": 7.88,
  "multiplicity": 5,
  "orbital_gap_ev": [9.21, 8.71]
}



(5)
{
  "formula": "CHEuF3NO5S2",
  "method": "ωB97M-V/def2-TZVPD",
  "elements": ["O", "Eu", "H", "N", "S", "O", "O", "S", "O", "O", "C", "F", "F", "F"],
  "xyz": [[-0.022322, 1.583532, 0.154004], [2.214555, 1.847258, -0.540609], [1.333064, 0.171931, -2.713249], [0.202157, -0.650341, 1.504757], [1.485205, -1.294197, 0.568840], [2.448219, -0.061848, 0.484349], [2.090267, -2.282714, 1.511540], [-0.713099, 0.474147, 0.922547], [1.587325, 1.159888, -2.534192], [-1.558553, 1.084610, 1.957477], [-2.021199, -0.348582, -0.137729], [-1.506051, -0.820035, -1.266812], [-2.549899, -1.373273, 0.521902], [-2.989663, 0.509618, -0.432824]],
  "forces_ev_per_angstrom": [[-1.1336, -1.7465, 0.1104], [-0.3278, 0.4448, -0.7214], [0.7065, 2.9635, 0.4771], [-0.7868, 0.9686, -1.0465], [0.9299, -0.5961, 1.0838], [-0.1714, -1.0477, 0.3387], [-0.6614, 0.9324, -0.9446], [0.7736, 1.3949, 2.6937], [-0.3648, -2.7811, -0.5315], [0.5289, -1.0084, -1.0817], [0.7283, 0.3788, 0.0558], [0.1743, -0.0920, -0.4696], [-0.0891, -0.0191, 0.2183], [-0.3066, 0.2080, -0.1825]],
  "lowdin_charge": [-0.529, 1.383, -0.023, -0.408, 0.633, -0.755, -0.539, 0.564, -0.654, -0.350, -0.704, 0.123, 0.131, 0.128],
  "total_charge": -1,
  "homo_ev": [-4.17, -4.73],
  "multiplicity": 8,
  "orbital_gap_ev": [6.05, 6.49]
}



(6)
{
  "formula": "CHF2IO",
  "method": "ωB97M-V/def2-TZVPD",
  "elements": ["O", "C", "F", "H", "F", "I"],
  "xyz": [[-0.824727, -0.720009, -1.279836], [-0.966070, -0.985707, -0.121963], [-0.920582, -2.183668, 0.274402], [-0.927616, -0.372519, 0.692859], [1.463413, 1.948485, 1.082916], [2.175581, 2.313417, -0.648378]],
  "forces_ev_per_angstrom": [[-0.6520, 0.3144, 0.9300], [1.4533, 1.1046, -4.3338], [-0.3421, -3.7393, 1.2521], [-0.4283, 2.3536, 2.1639], [-0.0734, -0.0531, 0.1084], [0.0425, 0.0198, -0.1206]],
  "lowdin_charge": [0.104, -0.376, 0.152, 0.109, -0.829, 0.839],
  "smiles": "O=CF.FI",
  "homo_ev": -10.34,
  "e_above_lowest_kcal_mol": 34.42,
  "orbital_gap_ev": 8.85
}



(7)
{
  "formula": "CHF2NO3",
  "method": "ωB97M-V/def2-TZVPD",
  "elements": ["C", "N", "O", "O", "O", "F", "F", "H"],
  "xyz": [[-0.264465, -0.479792, 1.033126], [-0.155575, 0.184816, -0.352712], [0.821597, -0.463953, -1.008535], [-1.198014, 0.475964, -0.883569], [0.289744, -0.124526, 1.972793], [0.689933, 1.714491, -0.058844], [-1.256400, -1.284326, 1.090240], [1.073181, -0.022675, -1.792499]],
  "forces_ev_per_angstrom": [[-0.3124, 1.6869, 0.3009], [-1.2128, 1.4823, -0.3080], [0.3509, -1.9582, 1.5128], [1.0598, -0.3317, 0.2210], [1.9490, 0.6380, 1.2027], [-0.7440, -1.7292, 0.0210], [-1.2034, -1.2710, -1.3074], [0.1130, 1.4829, -1.6429]],
  "lowdin_charge": [-0.439, -0.278, 0.144, 0.126, 0.281, -0.192, 0.235, 0.122],
  "homo_ev": [-11.93, -11.93],
  "e_above_lowest_kcal_mol": 75.47,
  "orbital_gap_ev": [10.60, 10.60]
}



(8)
{
  "formula": "CHF2O3P",
  "method": "ωB97M-V/def2-TZVPD",
  "elements": ["C", "O", "O", "O", "F", "F", "P", "H"],
  "xyz": [[-0.693783, 0.099850, -0.200906], [1.222151, -0.774246, 1.586542], [1.977587, 0.992953, -0.112265], [0.918499, -1.225294, -0.923442], [-2.267450, 1.266125, 0.828500], [-0.974398, 0.611043, -1.383349], [1.108331, -0.183719, 0.212144], [-1.290938, -0.786711, -0.007226]],
  "forces_ev_per_angstrom": [[-0.1743, -0.5994, -0.3476], [-0.2518, 0.0096, 0.1724], [-0.0963, 0.2843, -0.1529], [-0.2853, 0.4935, 0.4610], [0.7812, -0.6403, -0.5470], [-0.2826, 0.4441, 0.2717], [0.7604, -0.4119, -0.1048], [-0.4512, 0.4202, 0.2473]],
  "lowdin_charge": [-0.127, -0.446, -0.448, -0.418, -0.644, -0.010, 0.023, 0.069],
  "total_charge": -2,
  "homo_ev": -0.38,
  "e_above_lowest_kcal_mol": 39.22,
  "orbital_gap_ev": 7.80
}



(9)
{
  "formula": "CHF3FeO2S",
  "method": "ωB97M-V/def2-TZVPD",
  "elements": ["S", "O", "O", "Fe", "C", "F", "F", "F", "H"],
  "xyz": [[0.046173, -0.439729, -1.249181], [0.805698, 0.919169, -1.348007], [1.169732, -1.313740, -0.631325], [2.319961, 0.267430, -0.236612], [-1.033453, -0.034744, 0.257645], [-2.125825, 0.508137, -0.300384], [-1.455555, -1.160042, 0.830504], [-0.888703, 0.963540, 1.411635], [1.161973, 0.289978, 1.265726]],
  "forces_ev_per_angstrom": [[2.6721, 1.1234, 1.9803], [-1.0937, -0.9127, -1.1802], [-1.4959, -0.3064, -1.5939], [-0.9697, 0.2519, 2.2977], [-2.6268, 2.0997, 3.1816], [0.0774, 0.0579, -0.8110], [0.8816, 0.0513, -0.0257], [0.5896, -2.6053, -2.9534], [1.9655, 0.2402, -0.8954]],
  "lowdin_charge": [0.937, -0.595, -0.609, 0.792, -0.627, 0.059, 0.101, -0.081, 0.024],
  "homo_ev": [-8.74, -9.48],
  "e_above_lowest_kcal_mol": 22.10,
  "multiplicity": 5,
  "orbital_gap_ev": [7.45, 8.23]
}



(10)
{
  "formula": "CHF3N2",
  "method": "ωB97M-V/def2-TZVPD",
  "elements": ["C", "N", "N", "F", "F", "F", "H"],
  "xyz": [[0.724075, -0.224616, -0.089266], [0.813758, 0.960878, 0.115997], [-1.307409, -0.550114, -0.392413], [2.069753, 1.482718, 0.299865], [-1.700512, -1.214039, 0.719519], [-1.869628, 0.711988, -0.269029], [1.269963, -1.166814, -0.384670]],
  "forces_ev_per_angstrom": [[-3.0170, -3.1461, -1.5339], [-0.6071, 1.6451, 0.6370], [2.8184, 0.8420, -0.6014], [0.8259, -0.0285, -0.0799], [-0.0471, 0.2066, 0.5093], [0.5553, -0.8528, 0.3693], [-0.5285, 1.3337, 0.6997]],
  "lowdin_charge": [0.041, 0.004, 0.001, -0.051, -0.058, -0.065, 0.128],
  "homo_ev": [-10.21, -10.20],
  "e_above_lowest_kcal_mol": 219.77,
  "orbital_gap_ev": [9.36, 9.36]
}